# 1
One molecule with the formula C5H11N2O in a non-equilibrium geometry, computed with ωB97M-V/def2-TZVPD.

Values from the calculation:
Energy above the lowest of the compared OMol25 structures with the same formula, charge and spin: 2.054 eV
2S+1: 2
<S²>: 0.76
LUMO level (spin up / spin down): 0.9507 / -1.7650 eV
Frontier orbital gap (spin up / spin down): 9.99 / 7.29 eV
Largest force on an atom: 2.61 eV/Å

Positions of all 19 atoms, in Å:
C  -1.1533  1.6009  0.8898
O  -2.3795  1.4202  1.3485
C  -0.3341  0.2868  1.4099
C  -0.0569  -0.6529  0.2688
C  0.9086  -0.2364  -0.8414
C  0.8508  -0.9843  -1.9529
N  1.6245  -0.5508  -3.1062
N  -0.8482  -0.3969  2.6395
H  -0.5968  2.4965  1.2963
H  -1.0628  1.7377  -0.1870
H  0.6603  0.7009  1.6757
H  -1.0120  -0.9910  -0.1183
H  0.3946  -1.6115  0.6325
H  1.6068  0.5837  -0.6716
H  0.1381  -1.7921  -2.0832
H  1.6046  0.4550  -3.0693
H  2.5290  -0.9909  -3.1578
H  -1.1983  -1.2459  2.1885
H  -1.6754  0.1709  2.8381

Forces on atoms 1 to 2 (eV/Å):
C 1.3889 0.4019 0.4096
O -0.8653 0.2628 0.1011

=====

# 2
C38H51BrCsN10O2 as an isolated structure in a non-equilibrium geometry, computed with ωB97M-V/def2-TZVPD.

Values from the calculation:
Energy above the lowest of the compared OMol25 structures with the same formula, charge and spin: 0.908 eV
LUMO level: 1.7996 eV
Net charge: -1
Frontier orbital gap: 3.58 eV
Largest force on an atom: 2.51 eV/Å

Positions of all 103 atoms, in Å:
Cs  0.5916  0.1371  0.4505
O  0.3097  1.5366  4.5963
C  0.2529  0.7093  5.5754
C  0.4001  1.1153  6.9269
C  0.3428  0.2169  7.9636
C  0.1417  -1.1377  7.7310
C  -0.0175  -1.5729  6.4268
C  0.0331  -0.6874  5.3678
C  -0.0333  -1.1726  3.9403
O  -0.5614  -0.2387  3.0618
N  1.3556  -1.5039  3.5793
N  1.6384  -2.1293  2.4637
C  2.8248  -2.5702  2.2289
C  3.1628  -3.1950  0.9999
Br  1.7805  -3.1341  -0.3278
C  4.3234  -3.8685  0.7902
C  4.8447  -4.4375  -0.4264
C  5.5992  -5.6154  -0.3571
C  6.1675  -6.1657  -1.4843
C  6.0198  -5.5437  -2.7152
C  5.2824  -4.3737  -2.8003
C  4.6954  -3.8276  -1.6785
H  -0.2673  0.6488  3.5137
H  0.5607  2.1673  7.1212
H  0.4503  0.5663  8.9845
H  0.1195  -1.8420  8.5509
H  -0.1905  -2.6272  6.2249
H  -0.6293  -2.1004  3.8470
H  2.0545  -1.4239  4.3202
H  3.6389  -2.4583  2.9624
H  4.9405  -4.0187  1.6701
H  5.7144  -6.1052  0.6010
H  6.7338  -7.0834  -1.4055
H  6.4854  -5.9646  -3.5943
H  5.1743  -3.8742  -3.7516
H  4.1508  -2.8995  -1.7630
C  -4.9049  -1.7640  -3.0022
N  -4.8018  -1.6357  -1.5710
C  -5.7331  -2.4770  -0.8386
C  -5.1300  -2.5236  0.5595
N  -3.7280  -2.3447  0.2719
C  -2.8153  -2.2262  1.3761
C  -3.5675  -1.6139  -0.8867
N  -2.4587  -1.0555  -1.1417
C  -2.1387  -0.2963  -2.3209
C  -2.9023  1.0431  -2.4378
N  -2.0298  2.1466  -2.1441
C  -2.4202  3.3380  -1.9606
N  -1.5242  4.3528  -1.7033
C  -0.1616  4.1044  -1.3182
C  -2.2159  5.4673  -1.0990
C  -3.6059  5.3285  -1.7089
N  -3.7118  3.8984  -1.9486
C  -4.7170  3.5507  -2.9195
H  -5.9588  -1.6879  -3.2786
H  -4.5218  -2.7277  -3.3659
H  -4.3645  -0.9646  -3.4978
H  -5.7815  -3.4872  -1.2753
H  -6.7368  -2.0420  -0.8621
H  -5.3019  -3.4758  1.0695
H  -5.5229  -1.7107  1.1917
H  -2.9729  -3.0719  2.0444
H  -2.9553  -1.2963  1.9352
H  -1.8003  -2.2538  0.9923
H  -2.2911  -0.8961  -3.2266
H  -1.0730  -0.0641  -2.2699
H  -3.7534  1.0098  -1.7412
H  -3.2805  1.1354  -3.4675
H  0.1787  3.2141  -1.8362
H  -0.0502  3.9570  -0.2389
H  0.4438  4.9600  -1.6222
H  -1.7279  6.4105  -1.3577
H  -2.2502  5.3732  -0.0012
H  -3.6887  5.8942  -2.6524
H  -4.4034  5.6604  -1.0379
H  -5.6470  4.0381  -2.6239
H  -4.8671  2.4770  -2.9366
H  -4.4536  3.8911  -3.9324
C  4.2278  2.7690  -3.5770
C  3.2305  2.4295  -2.4461
C  3.7833  2.9814  -1.1297
C  2.9648  0.9606  -2.3359
H  4.4524  3.8372  -3.5902
H  3.8211  2.4958  -4.5490
H  5.1545  2.2159  -3.4331
H  2.2888  2.9419  -2.6821
H  4.6790  2.4279  -0.8488
H  3.0461  2.8834  -0.3345
H  4.0419  4.0367  -1.2218
H  3.8566  0.3722  -2.1248
H  2.3799  0.5493  -3.1529
N  -0.8006  7.3547  4.9864
C  -0.6687  6.3955  4.3567
C  -0.4898  5.2545  3.5685
C  -1.5786  4.4992  3.0943
C  -1.3230  3.4002  2.3061
N  -0.1047  3.0127  1.9319
C  0.9244  3.7095  2.4117
C  0.8001  4.8222  3.2109
H  -2.5880  4.7803  3.3544
H  -2.1371  2.7869  1.9387
H  1.9072  3.3507  2.1273
H  1.6683  5.3592  3.5622

Forces on atoms 1 to 2 (eV/Å):
Cs 0.0631 0.3494 -0.7093
O -0.0328 0.3425 -0.4925

=====

# 3
C21H24N5SSeSiW as an isolated structure in a non-equilibrium geometry, computed with ωB97M-V/def2-TZVPD.

Values from the calculation:
Energy above the lowest of the compared OMol25 structures with the same formula, charge and spin: 1.513 eV
LUMO level: -3.8535 eV
Net charge: +1
Frontier orbital gap: 6.14 eV
Largest force on an atom: 1.37 eV/Å

Positions of all 54 atoms, in Å:
W  -0.1335  0.3285  0.4298
N  0.1136  1.0283  4.7206
C  -0.1205  1.1700  3.3884
S  -0.6615  -0.2895  2.4766
N  0.0762  2.2421  2.7359
N  -0.1874  2.0915  1.3608
C  -0.9726  3.1036  0.8895
C  -1.8150  2.8424  -0.1232
C  -2.8668  3.7108  -0.5778
C  -3.9634  3.1929  -1.1468
C  -4.0793  1.7501  -1.2131
C  -3.0619  0.9378  -0.9362
N  -1.7210  1.4757  -0.6633
H  -0.3570  0.2717  5.1884
H  0.2022  1.8794  5.2541
H  -0.9563  4.0463  1.4217
H  -2.7642  4.7724  -0.3896
H  -4.7858  3.8155  -1.4668
H  -5.0323  1.2997  -1.4565
H  -3.1305  -0.1352  -0.9649
C  -1.0657  -3.6463  -0.5656
C  -0.0583  -3.5105  -1.5330
C  0.2895  -2.2691  -2.0022
C  -0.4150  -1.1375  -1.5466
N  -1.2122  -1.2808  -0.4580
C  -1.5684  -2.5051  -0.0123
C  -0.3529  0.1640  -2.2977
C  0.3500  0.1595  -3.5158
C  0.4766  1.2853  -4.2957
C  -0.0928  2.4817  -3.8844
C  -0.7901  2.5296  -2.6986
C  -0.9200  1.3968  -1.8998
H  -1.3798  -4.6155  -0.2075
H  0.4507  -4.3889  -1.9078
H  1.0906  -2.1793  -2.7160
H  -2.2489  -2.5109  0.8300
H  0.7917  -0.7523  -3.8804
H  1.0147  1.2310  -5.2320
H  -0.0042  3.3709  -4.4932
H  -1.2445  3.4545  -2.3807
C  4.5538  -2.1286  0.9013
Si  2.9154  -1.6505  1.6281
C  3.0677  -0.9020  3.3181
C  1.7478  -3.0968  1.5957
Se  2.2536  0.1419  0.2260
H  5.0042  -2.9179  1.5089
H  5.2389  -1.2794  0.8861
H  4.4520  -2.5041  -0.1177
H  3.5995  -1.5856  3.9854
H  2.0893  -0.6972  3.7558
H  3.6225  0.0360  3.2766
H  2.1347  -3.8632  2.2739
H  1.6788  -3.5381  0.5998
H  0.7478  -2.8253  1.9317

Forces on atoms 1 to 2 (eV/Å):
W -0.4519 1.1452 -0.6015
N -0.0312 -0.0125 0.1271

=====

# 4
C9H14N3 as an isolated structure in a non-equilibrium geometry, computed with ωB97M-V/def2-TZVPD.

Values from the calculation:
Energy above the lowest of the compared OMol25 structures with the same formula, charge and spin: 3.785 eV
LUMO level: -3.2408 eV
Net charge: +1
Frontier orbital gap: 8.65 eV
Largest force on an atom: 6.11 eV/Å

Positions of all 26 atoms, in Å:
C  -3.4023  0.7535  -0.0506
C  -2.3569  1.4184  0.6872
C  -2.9321  -0.4612  -0.4650
C  -1.2593  0.5730  0.5669
C  -0.7487  -1.7182  -0.1866
C  0.2993  -1.6812  0.9127
C  1.9178  -0.3940  -0.4273
C  1.7306  0.9104  -1.0565
C  0.6639  0.7527  1.0444
N  -1.6143  -0.5964  -0.0437
N  1.2359  -0.5099  0.8177
N  1.2780  1.7798  0.1804
H  -4.3957  1.1514  -0.0538
H  -2.1788  2.4119  0.9218
H  -3.3579  -1.3398  -0.8504
H  -0.1957  -1.7371  -1.2595
H  -1.3235  -2.7203  -0.0104
H  -0.2004  -1.5097  1.9122
H  0.8530  -2.5817  0.9919
H  1.5708  -1.1755  -0.9571
H  2.9625  -0.5057  -0.2149
H  2.6222  1.3070  -1.6388
H  0.8457  0.8994  -1.7876
H  0.6435  1.1818  2.1153
H  2.1044  2.0679  0.6572
H  0.4585  2.3372  -0.1010

Forces on atoms 1 to 2 (eV/Å):
C 0.3691 0.4882 1.0649
C 1.5999 -2.3911 -1.9852